205
Properties=species:S:1:pos:R:3 method="wB97M-V/def2-TZVPD" charge=0 spin_multiplicity=2 homo_energy_ev="-8.13 / -8.13" largest_force_ev_per_a=4.83
As 0.84519 0.39122 0.21964
F 0.86331 -1.32278 -0.31289
F 2.61002 0.34988 0.69299
F 0.72145 2.05820 0.73013
F -0.90832 0.43990 -0.23584
F 0.45843 -0.19693 1.87445
F 1.39114 0.97969 -1.38396
C 8.29782 0.52766 2.63544
O 7.37023 0.38689 1.60254
C 6.37954 -0.61959 1.84951
C 5.97957 -0.97338 0.43810
N 5.34332 0.18477 -0.24548
C 5.08025 -0.16313 -1.67996
C 4.05669 -1.19009 -1.89421
O 4.70052 -2.48225 -2.12599
C 3.78153 -3.52693 -2.43471
H 8.75524 -0.41196 2.94526
H 7.91651 1.00739 3.53687
H 9.14036 1.04154 2.17268
H 5.53469 -0.18762 2.38591
H 6.77743 -1.52096 2.31571
H 5.20048 -1.71717 0.60515
H 6.81455 -1.42984 -0.09344
H 4.42220 0.38997 0.11439
H 6.01970 -0.39885 -2.17992
H 4.63717 0.73303 -2.11432
H 3.50848 -0.96065 -2.80795
H 3.47800 -1.26795 -0.97382
H 3.26044 -3.85233 -1.53434
H 4.23630 -4.40102 -2.90081
H 3.00661 -3.27506 -3.15869
C -0.74604 -3.48209 -2.73382
O -0.97425 -2.52315 -3.77358
C -2.12708 -2.79642 -4.59526
C -2.38846 -1.59035 -5.50704
N -3.58280 -1.72688 -6.35806
C -3.44273 -2.65632 -7.43796
C -4.72529 -2.64609 -8.37874
O -4.80168 -1.33359 -9.02504
C -5.82864 -1.23694 -9.98283
H -1.62330 -3.83692 -2.19289
H -0.00909 -3.06495 -2.04754
H -0.23041 -4.36034 -3.12230
H -3.05022 -3.03602 -4.06752
H -1.83449 -3.62882 -5.23527
H -1.50011 -1.37328 -6.10017
H -2.56382 -0.74806 -4.83781
H -3.81966 -0.88308 -6.86005
H -3.35741 -3.69534 -7.11975
H -2.54141 -2.46026 -8.01872
H -5.60287 -2.98059 -7.82550
H -4.42295 -3.39828 -9.10737
H -5.45439 -1.78254 -10.84906
H -6.09371 -0.19435 -10.15841
H -6.73760 -1.69563 -9.59363
C 3.93079 3.29873 -1.66973
O 4.70565 2.98925 -0.54191
C 4.06206 3.50367 0.64517
C 4.66304 2.88973 1.98647
N 6.12911 2.75793 1.96103
C 6.72659 4.08854 1.83581
C 8.24234 4.05564 1.76410
O 8.61431 3.08003 0.75853
C 10.06008 3.05242 0.51673
H 3.18498 2.50481 -1.70911
H 4.63210 3.20788 -2.49920
H 3.57209 4.32633 -1.72854
H 3.04701 3.11746 0.73808
H 4.06872 4.59076 0.72456
H 4.28264 1.86937 2.03407
H 4.33069 3.43867 2.86756
H 6.29834 2.47542 2.91584
H 6.41571 4.70331 2.68052
H 6.30090 4.66816 1.01671
H 8.72792 4.02826 2.73958
H 8.59828 5.01666 1.39283
H 10.57143 2.94108 1.47289
H 10.45264 3.97778 0.09520
H 10.39228 2.32385 -0.22283
C -8.72439 -4.01293 3.11071
O -8.72315 -3.07257 2.08456
C -9.26093 -1.80970 2.39614
C -9.38226 -0.98206 1.06722
N -8.11407 -0.54224 0.50120
C -7.29659 -1.54215 -0.08206
C -6.01050 -0.85892 -0.56645
O -5.07415 -1.85616 -0.97170
C -3.71435 -1.38738 -0.97893
H -8.51977 -4.96882 2.62850
H -9.59260 -4.12954 3.75933
H -7.93830 -3.92077 3.86014
H -8.62820 -1.33287 3.14472
H -10.27977 -1.83438 2.78273
H -10.00054 -0.11260 1.29055
H -9.93280 -1.65636 0.41123
H -7.59306 -0.22826 1.30745
H -7.79331 -2.14518 -0.84214
H -6.98677 -2.20064 0.72942
H -5.64871 -0.09512 0.12190
H -6.19450 -0.28874 -1.47701
H -3.54725 -0.70727 -1.81418
H -3.06531 -2.24965 -1.13173
H -3.41131 -0.92908 -0.03753
C 0.38455 6.14648 -1.01541
O 0.27887 5.29073 -2.15996
C -0.41198 4.05037 -1.85146
C -0.31517 3.15380 -3.11432
N -1.25568 3.61472 -4.17476
C -0.97057 3.08014 -5.51171
C -1.87875 3.66500 -6.54877
O -1.34840 4.91996 -6.97444
C -2.20829 5.81908 -7.64336
H 1.05170 5.70415 -0.27558
H -0.51739 6.43989 -0.47827
H 0.85955 7.05238 -1.39201
H -1.46028 4.11218 -1.55931
H 0.05789 3.47606 -1.05303
H -0.49433 2.11602 -2.83321
H 0.72447 3.21213 -3.43658
H -1.22971 4.62358 -4.21485
H -1.12671 2.00140 -5.51795
H 0.05211 3.20928 -5.86606
H -2.86458 3.85590 -6.12474
H -1.87771 2.98066 -7.39717
H -1.69356 6.77706 -7.71714
H -3.18769 6.05424 -7.22674
H -2.34790 5.44955 -8.65926
C -5.92541 -2.49686 6.65576
O -4.69014 -2.21283 6.02815
C -3.81479 -3.31389 6.04157
C -2.41433 -2.93483 5.54142
N -2.48236 -2.09894 4.28910
C -1.31991 -1.31603 3.89028
C -1.16003 -0.06304 4.73130
O -2.35477 0.63085 5.01444
C -2.18715 1.96773 5.50068
H -6.44300 -1.56385 6.87873
H -5.74995 -3.00543 7.60375
H -6.66165 -3.00285 6.03124
H -4.19824 -4.20154 5.53843
H -3.60852 -3.65490 7.05609
H -1.83118 -3.85430 5.49023
H -1.95165 -2.39709 6.36899
H -3.21304 -1.43085 4.48877
H -1.58516 -0.87211 2.93076
H -0.37428 -1.83292 3.72686
H -0.41847 0.53470 4.20130
H -0.64979 -0.28377 5.66885
H -1.72535 2.04439 6.48503
H -3.13655 2.42964 5.77156
H -1.65537 2.68429 4.87470
C 5.80255 -6.19774 4.85836
O 4.77160 -5.32061 4.54887
C 4.92177 -4.73431 3.25615
C 3.69263 -3.87544 2.88149
N 3.77014 -2.55677 3.59367
C 2.70715 -1.60429 3.28764
C 2.78732 -0.39156 4.27520
O 2.46749 -0.83116 5.57476
C 2.59768 0.20944 6.54367
H 6.77658 -5.70930 4.83047
H 5.74566 -7.08624 4.22950
H 5.68585 -6.48487 5.90336
H 5.05138 -5.55997 2.55645
H 5.89112 -4.23800 3.20971
H 2.74995 -4.40004 3.03716
H 3.75387 -3.73747 1.80198
H 3.75260 -2.70055 4.59323
H 1.77926 -2.15302 3.44895
H 2.81860 -1.37533 2.22781
H 2.26615 0.50556 3.94105
H 3.84231 -0.11816 4.29381
H 3.61932 0.58068 6.62451
H 2.41183 -0.20398 7.53495
H 1.86787 0.99376 6.34288
C -0.78239 4.87656 2.04172
O -2.03755 5.35526 1.55622
H -0.43353 4.14556 1.31232
H -0.15301 5.74948 2.21486
H -0.87789 4.34931 2.99092
H -2.48648 4.55078 1.28627
C -0.12013 -3.99560 1.22073
O 1.07541 -3.36202 1.26420
H 0.08251 -4.87527 1.83164
H -0.95969 -3.51045 1.71860
H -0.46632 -4.32006 0.23942
H 0.93057 -2.55091 0.77152
C -3.63098 2.01745 -2.36372
O -3.38562 1.82043 -3.72453
H -2.81397 1.55711 -1.80812
H -3.62544 3.08829 -2.16034
H -4.54780 1.56019 -1.99161
H -2.68716 2.41248 -4.01302
C -3.48658 1.89153 1.71356
O -2.72705 2.49313 0.63766
H -4.33712 2.49980 2.02128
H -3.92403 0.96783 1.33472
H -2.89459 1.73866 2.61593
H -2.15172 1.81356 0.27879
C 1.35510 0.16366 -4.45470
O 1.39785 -1.25999 -4.77098
H 0.33484 0.36892 -4.13060
H 2.05059 0.32490 -3.63105
H 1.63010 0.73697 -5.34001
H 0.67451 -1.68220 -4.30183

114
Properties=species:S:1:pos:R:3 method="wB97M-V/def2-TZVPD" charge=-2 spin_multiplicity=1 e_above_lowest_kj_mol=0.0 homo_energy_ev=-1.86 largest_force_ev_per_a=5.27
Ca -0.41825 -0.59301 0.43883
C -3.68402 1.84898 -2.15060
C -2.56121 0.91654 -1.73018
N -2.12607 0.89348 -0.50806
N -2.84722 1.67610 0.36266
C -2.21555 2.00775 1.45162
S -0.49447 1.77381 1.89237
S -3.05318 2.96086 2.62636
C -4.48224 3.69469 1.75478
C -5.59421 2.71673 1.40524
C -6.07791 2.90547 0.07039
C -6.88820 2.02255 -0.57014
C -7.28187 0.86964 0.15575
C -6.99039 0.78070 1.50511
C -6.08678 1.63213 2.12496
C -1.96210 0.09173 -2.80024
C -2.77105 -0.25045 -3.88940
C -2.34005 -0.98619 -4.98651
C -0.99540 -1.23344 -5.07352
C -0.19026 -0.97665 -3.96552
C -0.61426 -0.37753 -2.73470
O 0.09491 -0.16169 -1.69312
H -3.77542 2.59498 -1.41110
H -4.68566 1.36602 -2.17271
H -3.45554 2.33489 -3.08703
H -4.14667 4.25315 0.84174
H -4.91981 4.56325 2.38656
H -5.63259 3.69595 -0.44653
H -7.02408 2.14866 -1.63190
H -7.91211 0.09186 -0.26278
H -7.46688 -0.08199 1.97302
H -5.72451 1.33820 3.06100
H -3.83710 0.07999 -3.88415
H -3.12019 -1.22489 -5.75639
H -0.56054 -1.78013 -5.93065
H 0.89213 -1.24921 -3.99275
N -3.02597 -4.21795 -1.18394
C -2.66925 -2.90396 -1.10229
N -1.40609 -2.80763 -0.81943
C -1.05182 -4.10159 -0.60103
N -2.01761 -4.98354 -0.79566
C 0.28908 -4.50177 -0.19008
C 0.50952 -5.73233 0.37397
N 1.74160 -6.22209 0.62924
C 2.79038 -5.48391 0.26450
C 2.57055 -4.22988 -0.33825
N 1.35647 -3.73621 -0.50743
H -3.86698 -4.67868 -1.38296
H -3.29931 -2.06683 -1.37689
H -0.34906 -6.31997 0.71223
H 3.74389 -5.87273 0.47704
H 3.41086 -3.63484 -0.67306
C 0.87883 4.84854 -4.58770
C 0.50275 5.74951 -3.46416
Sb -0.73154 4.75295 -1.85524
C -0.09657 6.07096 -0.31159
C -0.84980 5.64787 0.94947
C 0.43477 2.98957 -1.46150
C 1.92439 3.25668 -1.28205
H 1.11569 5.38971 -5.52926
H 0.19681 4.05006 -4.71615
H 1.86467 4.36134 -4.31993
H -0.14176 6.56256 -3.77495
H 1.35915 6.28690 -3.01611
H -0.38150 7.12485 -0.44194
H 1.00178 6.01343 -0.18593
H -1.88197 5.51844 0.76738
H -0.73456 6.35657 1.69395
H -0.46620 4.72502 1.43919
H 0.30597 2.31840 -2.30886
H 0.00487 2.57732 -0.59409
H 2.38004 3.77478 -2.10138
H 2.46386 2.27854 -1.24890
H 2.21678 3.83525 -0.40843
Cl -3.30723 -1.49856 1.49210
C -2.41379 -2.84223 2.28087
C -1.05870 -2.65924 2.32806
C -0.37215 -3.58563 3.06490
Cl 1.37972 -3.47920 3.26575
C -1.00071 -4.60554 3.77114
Cl -0.10784 -5.73364 4.77056
C -2.38052 -4.85284 3.55617
Cl -3.00001 -6.34112 4.08575
C -3.10476 -3.99164 2.74352
Cl -4.74457 -4.41495 2.14152
O 5.50584 2.39186 1.60285
C 4.71783 1.39569 1.78708
O 3.51030 1.41998 1.14289
C 4.98839 0.21800 2.56925
C 4.10072 -1.98027 1.67345
C 4.84035 -2.86541 2.64138
C 5.85590 -2.48906 3.42537
C 6.54787 -1.27213 3.73274
C 6.13145 -0.02115 3.32276
H 3.11321 -2.43083 1.38906
H 4.39753 -3.87358 2.77647
H 6.25566 -3.22394 4.10154
H 7.38006 -1.39486 4.42289
H 6.72321 0.92119 3.40436
N 7.11790 -1.41561 0.57865
C 6.14353 -2.23512 0.03474
O 6.39073 -3.21147 -0.68896
C 4.75440 -1.72649 0.31941
C 4.13661 -1.06544 -0.63866
C 2.65565 -0.73514 -0.52299
N 2.08949 -0.36820 0.57363
C 2.82422 0.22890 1.63204
C 3.83358 -0.66170 2.38147
H 8.02909 -1.82674 0.60311
H 6.86351 -0.92801 1.42665
H 4.55080 -0.92593 -1.60607
H 1.99585 -0.90532 -1.37397
H 2.16665 0.58998 2.38243
H 3.34626 -0.94286 3.30589

15
Properties=species:S:1:pos:R:3 method="wB97M-V/def2-TZVPD" charge=0 spin_multiplicity=1 e_above_lowest_kj_mol=310.8 homo_energy_ev=-9.21 largest_force_ev_per_a=5.02
C 1.45155 0.03017 -0.05565
C 0.40626 -1.16418 -0.27416
C -0.70629 -0.62605 -1.04765
C -1.06041 0.64559 -0.25626
C 0.66674 1.01799 0.68117
C -0.51178 0.18143 1.07322
H 1.10924 -1.95790 -0.46528
H -0.14810 -0.49444 -1.99430
H -1.55531 -1.26909 -0.92425
H -2.16499 0.99450 -0.25905
H 1.41433 1.65196 1.17984
H -1.36683 0.25513 1.95540
O 2.63850 0.17023 -0.19858
O -0.12261 1.73152 -0.40629
O -0.05029 -1.16686 0.99185

83
Properties=species:S:1:pos:R:3 method="wB97M-V/def2-TZVPD" charge=0 spin_multiplicity=1 e_above_lowest_kj_mol=200.0 homo_energy_ev=-9.08 largest_force_ev_per_a=8.73
N -1.76400 -2.83742 1.81475
C -1.88836 -3.19686 0.58492
N -3.12010 -3.19411 0.21153
O -0.87345 -3.73404 -0.15118
H -0.83060 -2.65814 2.14764
H -2.51025 -2.40948 2.36683
H -3.36691 -3.52871 -0.76412
H -3.72173 -2.56748 0.71410
C -0.66483 4.45149 -0.49208
C -2.08797 4.08496 -0.16367
O -2.17240 2.67255 0.31817
H -0.03051 4.48453 0.40767
H -0.60940 5.51295 -0.63556
H -0.21115 3.97183 -1.33014
H -2.81667 4.29425 -0.97120
H -2.39248 4.80223 0.62146
H -2.92257 2.52146 0.90123
C 2.12596 2.11814 -2.11188
C 2.63763 2.78355 -3.34390
O 3.77395 1.97800 -3.56621
H 2.83619 2.19367 -1.29780
H 2.01113 1.08607 -2.29061
H 1.12561 2.43056 -1.73893
H 3.04945 3.82035 -3.22574
H 1.98996 2.80385 -4.16586
H 4.43331 2.39631 -4.09777
C -4.11752 0.04870 -0.31376
C -3.27224 0.35129 -1.58482
O -4.08535 0.81613 -2.63352
H -3.78883 -0.80995 0.18912
H -5.19935 -0.02192 -0.64802
H -4.13398 0.84055 0.40690
H -2.96025 -0.60082 -1.99526
H -2.46524 0.97649 -1.53337
H -3.96304 0.32177 -3.46565
C -2.09864 0.14667 3.49750
C -1.88563 1.55986 3.66752
O -3.12652 2.10262 3.98806
H -2.77320 -0.25396 4.27534
H -1.11942 -0.39019 3.53288
H -2.48140 0.02497 2.41697
H -1.45199 1.95682 2.79973
H -1.24312 1.71207 4.49601
H -3.35493 1.77034 4.87040
C 0.36279 -2.08314 -2.76118
C 0.46446 -3.29821 -3.66080
O -0.43151 -4.30516 -3.23624
H -0.71027 -1.75410 -2.76771
H 0.93887 -1.28086 -3.10709
H 0.51674 -2.34762 -1.73092
H 1.46648 -3.61398 -3.34284
H 0.33984 -2.84879 -4.68362
H -0.18746 -5.06072 -3.65226
C 2.82694 -1.88032 3.09019
C 1.42766 -1.81680 2.42433
O 0.66180 -2.49692 3.39768
H 2.79015 -1.12913 3.87258
H 3.60904 -1.50161 2.41304
H 3.09271 -2.89869 3.37681
H 1.25408 -2.36130 1.49134
H 1.05346 -0.82135 2.43123
H 0.87922 -2.14960 4.23375
C 3.20867 -0.93791 -1.02234
C 4.25677 -2.05185 -0.54737
O 4.17257 -3.16278 -1.42398
H 2.25920 -1.35394 -0.75594
H 3.21485 -0.77888 -2.19691
H 3.41433 0.04895 -0.47657
H 4.01124 -2.41919 0.42663
H 5.34638 -1.72754 -0.50019
H 3.22513 -3.48738 -1.23643
C -0.64465 -0.42670 0.16918
O -0.15824 0.86649 0.04634
H -0.85377 -0.51782 1.20922
H 0.13495 -1.06063 -0.15324
H -1.55570 -0.70464 -0.24481
H -0.83634 1.41100 0.37590
C 2.07284 2.81763 1.10742
O 2.33820 1.43550 1.27065
H 1.88217 3.32237 0.15408
H 2.89997 3.39030 1.58545
H 1.26683 3.09697 1.72941
H 1.51048 1.05641 0.98760

Question: Which value of charge does entry 3 give?
Answer: 0